# 1
# C34H62O23S6Si

A cluster of 6 separate species, C34H62O23S6Si in total in a non-equilibrium geometry (ωB97M-V/def2-TZVPD, the OMol25 dataset).

Geometry as XYZ:
```
126
Properties=species:S:1:pos:R:3:mulliken_charge:R:1
C -1.296 3.111 3.018 -1.228
C -0.420 1.858 2.770 -0.651
C -1.181 0.840 1.884 0.667
C -2.627 0.683 2.454 -1.304
C -0.569 -0.558 1.878 1.075
C 0.609 -0.732 0.921 -0.598
C 0.826 -2.190 0.492 -1.241
C 0.643 -3.261 1.638 0.370
C -0.219 -4.434 1.131 -1.856
C -1.726 -4.125 0.972 0.305
C -2.605 -5.167 1.729 -1.003
C -3.815 -4.442 2.369 0.144
C -5.071 -5.337 2.555 -1.199
C -6.348 -4.759 1.919 -0.579
C -7.214 -3.955 2.901 -0.709
C -8.256 -3.035 2.199 -0.766
Si -7.584 -1.293 1.929 0.004
C -5.938 -1.431 0.984 -0.542
C -7.170 -0.464 3.571 -1.082
C -8.690 -0.239 0.807 0.528
C -9.320 -0.815 -0.302 -0.172
C -10.095 -0.009 -1.138 -0.695
C -10.224 1.342 -0.848 -0.344
C -9.614 1.932 0.254 -0.716
C -8.839 1.121 1.090 -0.213
S 0.097 -2.590 3.228 1.343
O 1.179 -2.781 4.162 -0.800
O -1.095 -3.206 3.744 -0.708
O -0.153 -1.015 3.191 -0.350
H -1.973 2.954 3.859 0.317
H -1.940 3.296 2.151 0.196
H -0.665 3.990 3.169 0.412
H -0.238 1.368 3.729 0.278
H 0.489 2.144 2.234 0.380
H -1.290 1.177 0.851 0.314
H -3.042 -0.304 2.232 -0.017
H -3.290 1.466 2.083 0.461
H -2.615 0.762 3.547 0.276
H -1.351 -1.244 1.523 -0.626
H 0.349 -0.168 0.016 0.449
H 1.519 -0.245 1.288 0.197
H 1.861 -2.263 0.141 0.282
H 0.213 -2.472 -0.366 0.486
H 1.639 -3.662 1.828 0.550
H 0.165 -4.677 0.132 0.409
H -0.017 -5.313 1.747 0.598
H -2.011 -4.087 -0.085 0.676
H -2.004 -3.158 1.397 -0.517
H -1.992 -5.545 2.552 0.375
H -2.901 -5.973 1.054 0.471
H -3.481 -4.047 3.328 0.357
H -4.097 -3.650 1.668 -0.288
H -5.231 -5.490 3.630 0.386
H -4.849 -6.330 2.149 0.522
H -6.088 -4.172 1.033 0.305
H -6.941 -5.612 1.563 0.445
H -7.734 -4.686 3.532 0.369
H -6.555 -3.387 3.573 0.286
H -9.162 -3.024 2.818 0.444
H -8.530 -3.540 1.263 0.399
H -5.678 -0.411 0.677 0.536
H -5.139 -1.830 1.610 -0.415
H -6.128 -2.024 0.086 0.405
H -7.846 -0.733 4.388 0.338
H -7.081 0.620 3.467 0.357
H -6.185 -0.842 3.875 0.344
H -9.202 -1.871 -0.530 0.294
H -10.563 -0.448 -2.013 0.374
H -10.800 1.994 -1.501 0.343
H -9.703 2.992 0.465 0.399
H -8.350 1.589 1.938 0.199
O -1.983 2.919 -0.790 -0.397
S -2.430 4.104 -1.434 0.980
O -3.465 4.090 -2.398 -0.569
O -1.148 4.857 -2.031 -0.150
C -1.066 6.178 -1.483 -0.413
C -1.711 6.080 -0.116 -0.295
O -2.810 5.187 -0.306 -0.324
H -1.620 6.853 -2.138 0.304
H -0.028 6.497 -1.427 0.344
H -2.060 7.039 0.255 0.362
H -1.030 5.634 0.613 0.177
O 4.922 0.905 0.534 -0.539
S 5.855 0.481 1.517 1.206
O 7.238 0.789 1.426 -0.597
O 5.688 -1.096 1.712 -0.311
C 5.374 -1.387 3.081 -0.366
C 4.651 -0.168 3.578 0.018
O 5.328 0.936 2.957 -0.339
H 6.309 -1.547 3.621 0.297
H 4.763 -2.283 3.146 0.325
H 4.682 -0.081 4.660 0.315
H 3.612 -0.157 3.242 -0.003
O 7.279 2.051 -4.914 -0.565
S 8.215 1.621 -3.939 1.087
O 9.596 1.938 -4.038 -0.468
O 8.053 0.038 -3.749 -0.348
C 7.758 -0.265 -2.377 -0.297
C 7.032 0.957 -1.863 -0.052
O 7.701 2.063 -2.492 -0.361
H 8.702 -0.419 -1.849 0.312
H 7.156 -1.167 -2.309 0.330
H 7.077 1.045 -0.783 0.057
H 5.989 0.963 -2.185 0.290
O 15.925 1.079 -5.461 -0.532
S 15.105 0.454 -4.487 1.082
O 15.609 -0.535 -3.605 -0.530
O 13.798 -0.114 -5.224 -0.336
C 12.617 0.451 -4.637 -0.201
C 13.055 1.802 -4.123 -0.242
O 14.379 1.586 -3.614 -0.332
H 12.294 -0.198 -3.820 0.280
H 11.822 0.527 -5.373 0.268
H 12.403 2.184 -3.343 0.251
H 13.117 2.532 -4.933 0.302
O -1.316 2.667 -6.125 -0.566
S -0.423 3.336 -5.251 0.952
O -0.847 3.901 -4.016 -0.323
O 0.362 4.456 -6.095 -0.354
C 1.775 4.232 -6.018 -0.311
C 1.919 2.737 -5.831 -0.339
O 0.836 2.380 -4.963 -0.301
H 2.163 4.780 -5.157 0.256
H 2.263 4.587 -6.922 0.313
H 2.871 2.461 -5.386 0.317
H 1.790 2.203 -6.775 0.285
```

Output
Calculated total energy ... -156240.373 eV
SMILES string ... CC[C@H](C)[C@H]1CC[C@H](CCCCCCCC[Si](C)(C)c2ccccc2)S(=O)(=O)O1.O=S1(=O)OCCO1.O=S1(=O)OCCO1.O=S1(=O)OCCO1.O=S1(=O)OCCO1.O=S1(=O)OCCO1
Spin multiplicity ... 1
Total charge ... 0
Lowest unoccupied orbital energy ... -0.11 eV



# 2
# C4H12BrFeO2

A structure of composition C4H12BrFeO2 in a non-equilibrium geometry (ωB97M-V/def2-TZVPD, the OMol25 dataset).

Geometry as XYZ:
```
20
Properties=species:S:1:pos:R:3:nbo_charge:R:1
Fe -0.909 1.335 -2.515 1.503
Br -1.039 1.704 0.245 -0.567
C 2.598 1.844 -0.700 -0.649
C 2.244 1.966 -2.178 -0.083
O 1.241 1.000 -2.450 -0.823
H 2.705 0.821 -0.337 0.225
H 1.843 2.354 -0.103 0.233
H 3.566 2.308 -0.509 0.241
H 3.152 1.716 -2.728 0.201
H 1.928 2.968 -2.467 0.201
H 1.673 0.145 -2.517 0.527
C -2.674 -1.957 2.581 -0.631
C -1.691 -2.410 1.481 -0.058
O -1.936 -1.651 0.338 -0.749
H -2.704 -0.868 2.597 0.203
H -2.314 -2.281 3.557 0.212
H -3.603 -2.473 2.333 0.217
H -1.932 -3.434 1.195 0.179
H -0.655 -2.285 1.798 0.153
H -1.492 -0.801 0.378 0.464
```

Output
Calculated total energy ... -112857.999 eV
Spin multiplicity ... 5
Total charge ... +1
Lowest unoccupied orbital energy (alpha / beta) ... -7.02 / -7.14 eV
ΔE to the lowest compared entry with this formula, charge and spin ... 0.0 kcal per mole



# 3
# C18H51N3O9

A cluster of 6 separate species, C18H51N3O9 in total (ωB97M-V/def2-TZVPD, the OMol25 dataset).

Geometry as XYZ:
```
81
Properties=species:S:1:pos:R:3:mulliken_charge:R:1
C 18.447 -1.694 3.421 -0.727
O 18.079 -2.247 2.192 -0.292
C 19.126 -2.978 1.599 -0.604
C 18.634 -3.560 0.296 -0.654
N 18.361 -2.490 -0.675 -0.326
C 17.769 -2.995 -1.886 -0.741
C 17.585 -1.899 -2.907 -0.239
O 16.855 -0.856 -2.311 -0.320
C 16.306 0.028 -3.258 -0.692
H 17.586 -1.185 3.851 0.240
H 19.253 -0.950 3.321 0.304
H 18.804 -2.459 4.124 0.287
H 19.470 -3.801 2.241 0.438
H 19.968 -2.304 1.390 0.342
H 17.720 -4.143 0.481 0.355
H 19.421 -4.189 -0.123 0.378
H 17.734 -1.817 -0.250 0.261
H 16.791 -3.483 -1.724 0.318
H 18.436 -3.759 -2.298 0.342
H 17.035 -2.307 -3.769 0.221
H 18.556 -1.530 -3.267 0.294
H 15.545 -0.447 -3.895 0.235
H 17.067 0.484 -3.900 0.301
H 15.753 0.795 -2.715 0.275
C 7.095 -2.417 -7.444 -0.704
O 7.886 -1.591 -6.619 -0.320
C 8.307 -0.427 -7.281 -0.438
C 9.351 0.242 -6.405 -0.264
N 9.780 1.493 -6.990 -0.168
C 10.650 2.263 -6.105 -0.565
C 11.365 3.369 -6.890 -0.397
O 11.586 4.533 -6.113 -0.424
C 12.683 4.446 -5.243 -0.518
H 7.680 -2.827 -8.278 0.274
H 6.251 -1.863 -7.879 0.305
H 6.712 -3.226 -6.830 0.255
H 7.452 0.266 -7.403 0.317
H 8.672 -0.659 -8.291 0.336
H 10.215 -0.420 -6.310 0.014
H 8.887 0.359 -5.414 0.214
H 8.988 2.067 -7.257 0.269
H 11.367 1.561 -5.677 0.441
H 10.101 2.735 -5.275 0.296
H 10.744 3.690 -7.727 0.379
H 12.310 2.976 -7.293 0.079
H 12.492 3.687 -4.476 0.290
H 12.783 5.421 -4.768 0.289
H 13.631 4.224 -5.742 0.171
C 8.970 -8.026 -7.979 -0.727
O 9.525 -6.806 -8.397 -0.295
C 10.661 -6.445 -7.623 -0.448
C 11.001 -5.009 -7.957 -0.416
N 12.281 -4.636 -7.398 -0.309
C 12.527 -3.209 -7.518 -0.554
C 13.948 -2.883 -7.095 -0.382
O 14.847 -3.495 -8.000 -0.380
C 16.176 -3.413 -7.558 -0.723
H 8.080 -8.217 -8.577 0.244
H 8.696 -7.997 -6.918 0.317
H 9.663 -8.863 -8.149 0.285
H 11.500 -7.099 -7.910 0.304
H 10.445 -6.583 -6.560 0.320
H 10.227 -4.350 -7.544 0.120
H 10.924 -4.870 -9.048 0.305
H 13.017 -5.084 -7.940 0.274
H 11.854 -2.647 -6.867 0.290
H 12.417 -2.868 -8.561 0.316
H 14.107 -3.270 -6.080 0.375
H 14.088 -1.799 -7.100 0.249
H 16.793 -3.996 -8.238 0.274
H 16.290 -3.837 -6.550 0.297
H 16.516 -2.370 -7.523 0.258
O 15.531 2.474 -6.318 -0.668
H 15.064 2.491 -7.159 0.239
H 16.161 3.198 -6.374 0.292
O 13.507 0.439 -5.877 -0.450
H 13.300 0.243 -6.800 0.138
H 14.103 1.195 -5.906 0.367
O 13.047 -0.006 -8.786 -0.582
H 13.465 0.706 -9.280 0.242
H 12.102 0.171 -8.857 0.301
```

Output
Calculated total energy ... -42387.233 eV
SMILES string ... COCCNCCOC.COCCNCCOC.COCCNCCOC.O.O.O
Spin multiplicity ... 1
Total charge ... 0
Lowest unoccupied orbital energy ... -0.05 eV
ΔE to the lowest compared entry with this formula, charge and spin ... 13.3 kcal per mole



# 4
# C3H5NS2

The molecule C3H5NS2 in a non-equilibrium geometry (ωB97M-V/def2-TZVPD, the OMol25 dataset).

Geometry as XYZ:
```
11
Properties=species:S:1:pos:R:3:nbo_charge:R:1
C -1.013 0.574 -2.264 -0.065
N -0.316 0.384 -1.214 -0.552
S -0.842 -0.860 -0.123 0.392
C -0.084 -0.338 1.400 -0.629
C 1.433 -0.186 1.190 -0.236
S 2.520 -0.780 2.225 0.065
H -1.879 0.022 -2.584 0.163
H -0.656 1.390 -2.898 0.180
H -0.340 -1.127 2.092 0.249
H -0.477 0.587 1.839 0.238
H 1.654 0.333 0.337 0.195
```

Output
Calculated total energy ... -26350.625 eV
SMILES string ... C=NSCC=S
Spin multiplicity ... 1
Total charge ... 0
Lowest unoccupied orbital energy ... -0.24 eV
ΔE to the lowest compared entry with this formula, charge and spin ... 48.6 kcal per mole



# 5
# C28H22FMgN4O10

A structure of composition C28H22FMgN4O10 (ωB97M-V/def2-TZVPD, the OMol25 dataset).

Geometry as XYZ:
```
66
Properties=species:S:1:pos:R:3:nbo_charge:R:1
Mg 1.899 1.218 0.209 1.819
O 1.728 -3.207 -0.611 -0.663
C 1.758 -1.878 -0.532 0.794
O 1.491 -1.262 0.468 -0.616
C 2.138 -1.184 -1.796 0.074
C 2.414 -1.798 -2.999 -0.201
C 2.739 -0.979 -4.079 -0.163
C 2.771 0.394 -3.917 -0.197
C 2.472 0.923 -2.665 0.127
N 2.168 0.138 -1.644 -0.523
C 2.426 2.429 -2.362 0.742
O 2.648 3.185 -3.296 -0.654
O 2.127 2.694 -1.154 -0.861
H 1.431 -3.532 0.255 0.513
H 2.375 -2.874 -3.086 0.237
H 2.962 -1.421 -5.042 0.219
H 3.009 1.078 -4.719 0.251
F 2.654 4.261 4.389 -0.310
C 2.223 3.004 4.581 0.215
C 2.679 2.002 3.823 0.004
N 2.249 0.708 4.001 -0.411
C 2.688 -0.431 3.184 -0.331
C 3.699 -0.172 2.058 0.780
O 4.588 -0.999 1.936 -0.657
O 3.495 0.836 1.272 -0.947
C 1.306 0.397 4.957 0.817
O 0.883 -0.732 5.127 -0.658
N 0.919 1.449 5.759 -0.615
C 1.250 2.791 5.633 0.607
O 0.782 3.636 6.367 -0.601
H 3.391 2.161 3.027 0.260
H 1.807 -0.877 2.716 0.244
H 3.111 -1.183 3.843 0.226
H 0.182 1.230 6.413 0.426
C -5.080 -0.422 -3.922 -0.628
C -3.701 0.031 -3.522 -0.017
C -2.792 0.422 -4.497 -0.224
C -1.534 0.888 -4.146 -0.207
C -1.164 0.914 -2.815 -0.256
C -2.051 0.495 -1.823 0.237
N -1.634 0.553 -0.479 -0.671
C -1.521 -0.543 0.370 0.279
C -1.861 -1.838 -0.025 -0.327
C -1.760 -2.898 0.868 -0.197
C -1.331 -2.691 2.170 -0.283
C -0.978 -1.403 2.561 -0.156
C -1.045 -0.341 1.675 -0.214
C -0.456 0.979 2.112 0.793
O -0.667 1.398 3.237 -0.656
O 0.298 1.556 1.228 -0.965
C -3.348 0.090 -2.167 -0.049
C -4.369 -0.223 -1.108 -0.647
H -5.160 -0.501 -5.006 0.211
H -5.847 0.277 -3.579 0.214
H -5.322 -1.395 -3.489 0.214
H -3.084 0.378 -5.540 0.199
H -0.838 1.221 -4.906 0.213
H -0.184 1.271 -2.519 0.216
H -1.031 1.325 -0.221 0.429
H -2.189 -2.019 -1.041 0.213
H -2.026 -3.894 0.533 0.200
H -1.263 -3.514 2.869 0.208
H -0.609 -1.205 3.561 0.258
H -4.050 0.156 -0.140 0.240
H -4.533 -1.299 -1.001 0.218
H -5.330 0.230 -1.356 0.211
```

Output
Calculated total energy ... -64001.844 eV
Spin multiplicity ... 1
Total charge ... -1
Lowest unoccupied orbital energy ... 1.54 eV
ΔE to the lowest compared entry with this formula, charge and spin ... 12.2 kcal per mole



# 6
# C3H11NO3

A cluster of 2 separate species, C3H11NO3 in total in a non-equilibrium geometry (ωB97M-V/def2-TZVPD, the OMol25 dataset).

Geometry as XYZ:
```
18
Properties=species:S:1:pos:R:3:nbo_charge:R:1
C 1.328 -0.443 -0.801 -0.066
O 1.780 -1.245 -1.847 -0.643
C -0.125 -0.846 -0.443 -0.138
C -0.379 -0.653 1.110 -0.046
O -1.578 -0.106 1.563 -0.680
N -1.027 0.041 -1.122 -0.364
H 1.963 -0.608 0.066 0.228
H 1.435 0.627 -1.012 0.193
H 1.665 -0.822 -2.708 0.492
H -0.359 -1.830 -0.790 0.272
H 0.454 -0.111 1.579 0.188
H -0.250 -1.622 1.602 0.236
H -2.030 0.524 0.994 0.487
H -0.702 0.915 -1.542 0.417
H -1.791 -0.349 -1.679 0.421
H 0.519 1.927 1.304 0.445
H -0.808 2.036 2.046 0.472
O -0.094 2.566 1.679 -0.914
```

Output
Calculated total energy ... -10911.639 eV
Spin multiplicity ... 2
Total charge ... +1
Lowest unoccupied orbital energy (alpha / beta) ... -3.77 / -9.17 eV
ΔE to the lowest compared entry with this formula, charge and spin ... 35.5 kcal per mole